# C64H170N14O18

A 14-piece molecular cluster, C64H170N14O18 overall at a distorted geometry (wB97M-V/def2-TZVPD, OMol25).

Positions of all 266 atoms, in Å:
C: -4.227 -2.949 -2.393
O: -2.995 -2.518 -2.929
C: -1.985 -2.396 -1.951
C: -0.757 -1.989 -2.703
N: -0.135 -3.092 -3.500
C: 1.010 -2.754 -4.329
C: 0.850 -1.693 -5.439
O: 0.074 -2.106 -6.523
C: -0.138 -1.043 -7.394
H: -4.216 -3.961 -1.989
H: -4.996 -3.078 -3.141
H: -4.597 -2.374 -1.570
H: -1.836 -3.374 -1.533
H: -2.120 -1.618 -1.190
H: -0.027 -1.614 -1.968
H: -0.994 -1.105 -3.300
H: -0.857 -3.557 -4.078
H: 1.302 -3.731 -4.743
H: 1.745 -2.424 -3.562
H: 1.875 -1.402 -5.694
H: 0.409 -0.856 -4.899
H: -0.794 -0.259 -7.022
H: -0.598 -1.431 -8.334
H: 0.794 -0.548 -7.671
C: 6.043 -5.690 -0.857
O: 5.233 -4.564 -1.001
C: 4.512 -4.483 -2.175
C: 4.097 -3.084 -2.614
N: 5.170 -2.128 -2.664
C: 4.698 -0.785 -2.687
C: 5.754 0.337 -2.884
O: 5.055 1.569 -3.233
C: 5.830 2.703 -2.858
H: 6.568 -5.562 0.058
H: 6.706 -5.686 -1.745
H: 5.412 -6.638 -0.792
H: 3.624 -5.104 -2.071
H: 5.126 -4.973 -2.961
H: 3.337 -2.705 -1.864
H: 3.622 -3.072 -3.573
H: 5.764 -2.160 -1.813
H: 4.059 -0.459 -1.812
H: 4.025 -0.689 -3.575
H: 6.464 0.098 -3.758
H: 6.361 0.495 -1.973
H: 5.428 3.557 -3.383
H: 6.860 2.584 -3.185
H: 5.755 2.865 -1.799
C: -4.362 0.110 1.862
O: -4.703 -0.258 0.561
C: -5.251 0.829 -0.202
C: -6.466 0.329 -0.901
N: -7.033 1.399 -1.693
C: -6.969 1.272 -3.120
C: -7.569 2.508 -3.831
O: -7.295 2.295 -5.191
C: -7.778 3.358 -5.897
H: -3.451 0.752 1.908
H: -4.161 -0.752 2.443
H: -5.219 0.661 2.309
H: -4.570 1.235 -0.973
H: -5.417 1.705 0.412
H: -7.188 0.011 -0.147
H: -6.329 -0.598 -1.537
H: -8.026 1.412 -1.535
H: -7.419 0.331 -3.441
H: -5.907 1.171 -3.404
H: -7.029 3.324 -3.453
H: -8.643 2.593 -3.720
H: -7.224 4.261 -5.598
H: -8.850 3.452 -5.628
H: -7.612 3.137 -6.925
C: -1.454 4.119 -10.304
O: -0.297 4.820 -9.897
C: -0.444 5.451 -8.654
C: -0.607 4.489 -7.515
N: 0.663 3.750 -7.410
C: 0.489 2.517 -6.591
C: 0.747 2.711 -5.170
O: 0.605 1.523 -4.464
C: 1.228 1.564 -3.198
H: -1.872 3.461 -9.474
H: -1.119 3.539 -11.190
H: -2.287 4.848 -10.596
H: -1.212 6.138 -8.699
H: 0.556 5.918 -8.513
H: -1.433 3.803 -7.711
H: -0.926 4.974 -6.612
H: 0.959 3.468 -8.351
H: 1.187 1.786 -6.973
H: -0.542 2.117 -6.726
H: 0.085 3.452 -4.794
H: 1.751 3.119 -4.983
H: 1.178 0.513 -2.811
H: 0.938 2.375 -2.525
H: 2.326 1.866 -3.304
C: -7.454 -4.789 4.151
C: -6.520 -3.821 4.914
C: -6.425 -2.505 4.100
O: -7.761 -1.963 4.003
C: -7.853 -0.812 3.251
N: -7.029 -3.658 6.296
H: -8.518 -4.539 4.410
H: -7.312 -5.862 4.331
H: -7.379 -4.734 3.030
H: -5.543 -4.291 4.964
H: -6.133 -2.736 3.057
H: -5.815 -1.777 4.614
H: -8.786 -0.271 3.425
H: -7.742 -0.879 2.144
H: -7.004 -0.054 3.491
H: -6.582 -2.861 6.798
H: -8.016 -3.328 6.231
C: 4.543 -1.608 1.122
C: 5.788 -2.246 1.613
C: 5.456 -3.554 2.377
O: 4.453 -3.431 3.370
C: 4.845 -3.142 4.719
N: 6.747 -2.527 0.492
H: 3.931 -2.383 0.665
H: 4.584 -0.736 0.467
H: 3.999 -1.170 1.927
H: 6.302 -1.538 2.326
H: 6.394 -3.921 2.823
H: 5.167 -4.258 1.636
H: 5.071 -2.075 4.808
H: 5.630 -3.813 4.965
H: 3.913 -3.307 5.305
H: 6.465 -3.404 0.066
H: 7.700 -2.616 0.803
C: 0.451 -7.969 -0.806
C: 0.343 -6.491 -1.088
C: 0.976 -5.527 -0.054
O: 0.299 -5.900 1.171
C: 1.178 -5.464 2.264
N: 1.019 -6.138 -2.380
H: 0.031 -8.072 0.218
H: 1.562 -8.312 -0.819
H: -0.084 -8.566 -1.532
H: -0.726 -6.136 -1.173
H: 0.798 -4.470 -0.316
H: 2.037 -5.584 0.029
H: 1.334 -4.381 2.188
H: 2.092 -5.978 2.208
H: 0.659 -5.746 3.162
H: 0.992 -6.902 -3.088
H: 0.633 -5.254 -2.679
C: 5.201 2.510 0.949
C: 5.745 1.854 2.232
C: 6.971 1.078 1.979
O: 7.354 0.354 3.148
C: 8.553 -0.398 2.856
N: 5.896 2.951 3.126
H: 5.979 3.149 0.471
H: 4.381 3.185 1.257
H: 4.833 1.789 0.234
H: 4.985 1.160 2.699
H: 7.811 1.699 1.638
H: 6.775 0.361 1.119
H: 8.473 -0.702 1.831
H: 8.557 -1.210 3.559
H: 9.434 0.209 3.017
H: 6.338 3.713 2.634
H: 6.504 2.685 3.891
C: 1.864 0.394 7.055
C: 1.304 -0.119 5.726
C: 2.322 -0.151 4.643
O: 3.235 0.966 4.616
C: 2.725 2.239 4.396
N: 0.593 -1.398 5.844
H: 2.597 -0.371 7.439
H: 1.024 0.549 7.727
H: 2.466 1.313 6.987
H: 0.528 0.628 5.437
H: 1.767 -0.319 3.719
H: 3.076 -0.969 4.789
H: 1.843 2.195 3.752
H: 3.563 2.804 3.946
H: 2.399 2.733 5.392
H: -0.285 -1.109 6.255
H: 1.125 -2.098 6.436
C: -2.439 1.504 5.235
C: -2.915 2.971 4.969
C: -2.043 3.455 3.791
O: -0.736 3.706 4.199
C: 0.088 4.465 3.286
N: -4.286 2.885 4.530
H: -2.643 1.131 6.235
H: -1.346 1.523 5.122
H: -2.958 0.870 4.513
H: -2.806 3.663 5.805
H: -2.565 4.375 3.350
H: -2.078 2.759 2.925
H: -0.442 5.326 2.912
H: 0.358 3.840 2.403
H: 0.995 4.765 3.857
H: -4.990 2.484 5.164
H: -4.655 3.695 4.105
C: 3.688 8.979 0.694
C: 4.015 7.481 0.723
C: 2.921 6.567 0.141
O: 2.726 6.873 -1.292
C: 1.843 5.987 -1.942
N: 5.259 7.148 0.069
H: 4.553 9.554 1.082
H: 2.823 9.303 1.257
H: 3.544 9.273 -0.356
H: 4.114 7.164 1.815
H: 1.957 6.773 0.637
H: 3.226 5.514 0.250
H: 2.038 6.009 -3.004
H: 0.798 6.217 -1.599
H: 2.108 5.053 -1.602
H: 6.023 7.652 0.507
H: 5.224 7.115 -0.947
C: -4.052 3.270 -4.906
C: -3.745 3.851 -3.497
C: -2.838 2.894 -2.779
O: -2.825 3.234 -1.407
C: -2.006 2.406 -0.668
N: -3.096 5.160 -3.651
H: -3.190 3.556 -5.536
H: -4.920 3.693 -5.432
H: -4.086 2.185 -4.857
H: -4.709 3.852 -2.925
H: -1.820 2.895 -3.208
H: -3.308 1.939 -2.816
H: -2.203 2.653 0.365
H: -0.940 2.466 -0.906
H: -2.219 1.297 -0.811
H: -3.745 5.838 -4.070
H: -2.888 5.414 -2.718
C: 1.664 0.659 0.272
C: 0.303 0.083 0.581
C: 0.310 -1.405 1.107
O: -1.041 -1.717 1.276
C: -1.325 -3.027 1.759
N: -0.339 0.917 1.594
H: 2.282 0.220 -0.536
H: 2.274 0.613 1.181
H: 1.466 1.720 0.117
H: -0.276 0.122 -0.412
H: 0.875 -1.433 2.060
H: 0.808 -2.078 0.384
H: -0.854 -3.191 2.698
H: -0.947 -3.739 1.007
H: -2.392 -3.237 1.983
H: 0.303 1.268 2.284
H: -1.157 0.474 1.963
C: -3.185 -2.167 4.939
C: -2.903 -3.438 5.877
C: -2.333 -4.600 5.125
O: -3.148 -4.965 4.018
C: -3.166 -6.381 3.792
N: -2.008 -3.153 6.988
H: -2.203 -1.799 4.605
H: -3.668 -1.331 5.515
H: -3.665 -2.530 4.020
H: -3.852 -3.811 6.242
H: -2.192 -5.491 5.808
H: -1.280 -4.395 4.846
H: -2.332 -6.694 3.253
H: -4.022 -6.576 3.165
H: -3.353 -6.946 4.748
H: -2.065 -3.882 7.678
H: -2.376 -2.357 7.497

Results
- charge = 0
- relative energy (zero: lowest compared OMol25 entry of this formula, charge and spin) (kJ/mol) = 188.8
- E_HOMO (eV) = -8.49
- E_LUMO (eV) = 0.5711
- orbital gap (eV) = 9.06
- max |F| (eV/Å) = 3.35
- energy (eV) = -126827.488